Record 1
Computed, not measured: a 3-piece molecular cluster, C23H33BN3O6 overall at a distorted geometry, with ωB97M-V/def2-TZVPD.

```
66
Properties=species:S:1:pos:R:3:mulliken_charge:R:1
C 4.48071 2.84549 2.50791 -0.51
O 5.15197 2.67132 1.17972 -0.37
C 4.19722 2.89130 0.07847 -0.67
C 3.04475 1.71199 -0.02285 0.58
C 3.55073 0.32755 -0.74002 -0.60
C 2.97715 -1.04674 -0.04910 -0.04
C 1.37873 -1.32512 -0.28206 -0.72
N 0.45271 -0.26980 0.28100 0.47
C -0.20845 0.78830 -0.35441 -0.18
C -1.16089 1.71437 0.66174 -0.25
B -2.31566 2.44618 -0.24927 0.30
C -3.82601 2.88120 0.22976 -0.87
O -1.94338 2.75197 -1.67447 -0.51
C -1.55244 0.49145 1.68039 -0.62
C -0.02228 -0.17867 1.74481 -0.44
H 5.22111 3.31580 3.30235 0.25
H 4.05691 1.79561 2.86436 0.15
H 3.53396 3.54214 2.37555 0.25
H 4.73378 3.00231 -0.98125 0.34
H 3.59216 3.91151 0.21319 0.34
H 2.60573 1.39366 1.03931 -0.30
H 2.19079 2.16297 -0.72114 -0.01
H 4.73941 0.27763 -0.64834 0.30
H 3.33375 0.36057 -1.91198 0.26
H 3.32323 -1.05370 1.07525 0.28
H 3.55387 -1.94648 -0.57982 -0.10
H 1.11039 -2.33874 0.28820 0.27
H 1.08748 -1.53200 -1.41474 0.31
H -0.02717 0.90167 -1.50730 0.52
H -0.61333 2.48534 1.35448 0.23
H -3.97980 2.96991 1.38628 0.29
H -4.63771 2.11311 -0.18428 0.24
H -4.13197 3.93348 -0.24438 0.27
H -1.03645 3.19899 -1.61574 0.33
H -2.33253 -0.25691 1.17455 0.28
H -1.84184 0.89760 2.74826 0.36
H 0.61566 0.57183 2.38885 0.24
H -0.10403 -1.21018 2.32042 0.33
C -10.45047 0.73867 0.64085 -0.38
C -9.43088 0.90553 1.57932 -0.47
C -8.39101 1.80345 1.33076 -0.21
C -8.38452 2.53584 0.13562 0.08
C -9.40274 2.36463 -0.81168 -0.33
C -10.43591 1.46163 -0.55319 -0.44
N -7.30775 3.49999 -0.12019 0.96
O -6.41516 3.60891 0.73370 -0.56
O -7.35498 4.15258 -1.17278 -0.58
H -11.26217 0.04151 0.84163 0.37
H -9.44840 0.33737 2.50693 0.36
H -7.60391 1.92211 2.07221 0.41
H -9.40747 2.92288 -1.74554 0.43
H -11.23255 1.32385 -1.28094 0.37
C 7.47167 -6.63542 -0.89353 -0.39
C 6.12181 -6.72193 -0.54924 -0.48
C 5.21466 -5.77628 -1.03114 -0.25
C 5.67151 -4.74610 -1.86468 0.15
C 7.02740 -4.65242 -2.20566 -0.32
C 7.92564 -5.60235 -1.71530 -0.46
N 4.71861 -3.76373 -2.39514 0.98
O 3.53078 -3.86942 -2.05514 -0.59
O 5.15534 -2.88786 -3.15551 -0.57
H 8.17427 -7.37835 -0.51990 0.37
H 5.77588 -7.52911 0.09290 0.37
H 4.16596 -5.85761 -0.75371 0.41
H 7.39639 -3.85525 -2.84762 0.43
H 8.97968 -5.54001 -1.97674 0.37
```

## Properties
relative energy (zero: lowest compared OMol25 entry of this formula, charge and spin)	153.4	kcal per mole
charge	+1
maximum force	5.5	eV/Å


Record 2
Computed, not measured: a single C4H9FS molecule at a distorted geometry, with ωB97M-V/def2-TZVPD.

```
15
Properties=species:S:1:pos:R:3:mulliken_charge:R:1
C 1.62019 1.36913 -0.10236 -1.41
C 0.42121 0.45019 0.39741 0.34
C -0.93633 1.01893 -0.00978 -0.77
C 0.86563 -0.86903 -0.27536 -0.38
H 1.59494 1.45674 -1.17779 0.42
H 2.62507 0.92815 0.13090 0.35
H 1.44132 2.43374 0.14141 0.38
H 0.55570 0.34681 1.45626 0.26
H -1.01687 1.36814 -1.04713 0.31
H -1.32680 1.79537 0.72379 0.36
H -2.41832 -0.53482 1.20834 0.12
H 0.98542 -0.59343 -1.33766 0.32
H 0.29539 -1.82666 -0.04599 0.27
F 2.21042 -1.17330 0.14760 -0.31
S -2.15337 -0.41435 -0.09000 -0.25
```

## Properties
relative energy (zero: lowest compared OMol25 entry of this formula, charge and spin)	26.0	kcal per mole
SMILES string	C[C@H](CF)CS
maximum force	3.1	eV/Å


Record 3
Computed, not measured: a 2-piece molecular cluster, C3H10NOS overall at a distorted geometry, with ωB97M-V/def2-TZVPD.

```
16
Properties=species:S:1:pos:R:3:mulliken_charge:R:1
C -0.70110 -1.76480 -0.15534 -0.80
C 0.28641 -0.96025 -0.98596 -0.20
S -0.66134 0.25119 -2.15758 -0.24
H -1.60860 -1.96934 -0.92286 0.28
H -1.17449 -1.14829 0.59046 0.29
H -0.21374 -2.52718 0.39452 0.33
H 0.92520 -0.26968 -0.45229 0.01
H 1.15808 -1.50792 -1.55292 0.32
H -1.30311 1.25684 -1.53198 0.10
N -0.27484 0.44844 2.65823 -0.49
C 0.61122 1.11636 1.49571 -0.25
O 1.67779 0.62554 1.05880 -0.39
H 0.06836 -0.48365 2.57034 0.19
H -0.31000 0.82523 3.59291 0.23
H -0.22036 1.14009 0.83289 0.26
H 0.58257 2.17359 1.79583 0.37
```

## Properties
relative energy (zero: lowest compared OMol25 entry of this formula, charge and spin)	73.6	kcal per mole
spin multiplicity	2
maximum force	5.8	eV/Å


Record 4
Computed, not measured: C43H36AsBF7N6O3STi as an isolated structure at a distorted geometry, with ωB97M-V/def2-TZVPD.

```
99
Properties=species:S:1:pos:R:3:mulliken_charge:R:1
Ti -0.67055 -1.13292 -0.29606 -0.48
C -5.49285 -1.42330 2.56924 -0.87
C -4.72356 -0.35875 2.93865 -0.71
C -3.79292 0.15706 2.05567 0.62
C -3.39620 -0.63506 0.98631 -1.37
C -4.04949 -1.86183 0.69951 0.07
C -5.09057 -2.27229 1.49917 -0.85
N -2.40386 -0.23983 0.03205 2.63
C -2.74913 0.65701 -0.94443 0.11
C -3.88427 1.49231 -0.94093 -0.99
C -4.13655 2.51618 -1.88344 -0.81
C -3.25044 2.66187 -2.94540 -1.02
C -2.10312 1.90404 -2.96754 -0.82
C -1.78121 0.91088 -2.02904 0.46
N -0.65823 0.13434 -2.07068 2.76
N 0.13677 0.50202 -3.01865 -1.48
C 1.15655 -0.33716 -3.30083 0.06
C 2.09864 -0.10880 -4.38970 -1.18
C 3.02854 -1.09729 -4.65184 -0.48
C 3.12680 -2.21814 -3.82803 -0.96
C 2.18641 -2.34423 -2.81550 -0.29
N 1.26802 -1.41529 -2.49648 0.54
H -6.24784 -1.77188 3.28617 0.33
H -4.83617 0.10582 3.93258 0.43
H -3.42367 1.20113 2.21147 0.54
H -3.60703 -2.42995 -0.11120 0.29
H -5.70773 -3.11248 1.14610 0.39
H -4.42671 1.45228 -0.05736 0.62
H -4.95762 3.25777 -1.72024 0.35
H -3.46484 3.33404 -3.71530 0.49
H -1.31637 2.17506 -3.64642 0.51
H 2.00169 0.72973 -5.03385 0.61
H 3.60851 -1.01024 -5.55979 0.42
H 3.95946 -2.92077 -3.84572 0.42
H 2.26122 -3.21726 -2.12838 0.45
F -0.61299 -6.30914 -1.06296 -0.22
C -0.35372 -5.90603 -2.34975 0.66
F -0.87561 -6.93711 -3.12715 -0.31
F 1.01074 -5.88416 -2.52242 -0.21
C -0.95488 -4.57183 -2.64986 -0.17
C -1.89291 -4.38902 -3.67712 -0.24
C -2.71788 -3.25524 -3.68624 -1.41
C -2.65753 -2.41232 -2.59867 0.24
N -1.76717 -2.56026 -1.56965 0.49
C -0.80820 -3.56630 -1.69728 0.47
S 0.27163 -3.57132 -0.28766 -0.51
H -1.88877 -5.13219 -4.49733 0.41
H -3.35632 -3.03365 -4.53665 0.45
H -3.41827 -1.65205 -2.36053 0.39
N -0.73738 -0.76784 5.06241 -0.57
C -0.14151 -0.75512 3.69227 1.32
C -1.10274 -1.65536 2.86537 -0.30
O -1.95695 -2.26532 3.63417 -0.59
O -0.96718 -1.80144 1.63249 -0.03
H -0.11546 -1.21096 5.76377 0.26
H -1.80320 -1.68237 4.57002 0.55
H -0.94160 0.20526 5.21070 0.27
H 0.90504 -1.08562 3.80384 0.28
H -0.25371 0.24772 3.24489 -0.86
F -1.23745 2.01675 2.00904 -0.15
B -1.64250 2.88259 3.13412 0.01
F -1.24422 2.24792 4.34205 -0.39
F -0.97677 4.09467 3.19147 -0.31
F -3.00216 2.96595 3.03354 -0.36
O 0.84885 -0.15557 0.28578 -0.21
As 1.96765 1.13248 0.64233 1.59
C 1.45147 2.59360 -0.69779 0.58
C 2.37205 2.99888 -1.60507 -0.09
C 2.09248 4.16317 -2.38875 -0.76
C 0.80464 4.73072 -2.33374 -0.88
C -0.18099 4.15172 -1.50285 -1.02
C 0.14905 3.16358 -0.56745 -0.12
C 3.64311 0.36783 0.21124 -0.20
C 3.66260 -0.98075 -0.21508 -0.13
C 4.81890 -1.47150 -0.81546 -0.42
C 6.00228 -0.67607 -0.94476 -0.70
C 6.03496 0.58920 -0.37761 -0.75
C 4.85402 1.11579 0.23405 -0.42
C 2.20278 1.65719 2.54260 0.03
C 1.43056 2.70392 3.14115 -0.01
C 1.65919 3.08806 4.46618 -0.85
C 2.53589 2.36682 5.17859 -0.24
C 3.21970 1.28509 4.69046 -0.84
C 3.10741 0.93752 3.34701 -0.59
H 3.27597 2.40579 -1.73010 0.49
H 2.90831 4.66681 -2.97046 0.35
H 0.60409 5.70292 -2.85681 0.36
H -1.24757 4.37927 -1.57333 0.54
H -0.48524 2.93166 0.22486 0.54
H 2.80830 -1.67324 0.03605 -0.04
H 4.83988 -2.56111 -1.03606 0.44
H 6.90749 -1.05621 -1.41906 0.41
H 6.97144 1.12448 -0.24343 0.40
H 4.94278 1.97468 0.88737 0.40
H 0.76355 3.23839 2.45578 0.60
H 1.14373 3.92118 4.95396 0.41
H 2.77367 2.63502 6.22204 0.33
H 3.94740 0.80171 5.36444 0.41
H 3.74761 0.20667 2.86693 0.41
```

## Properties
relative energy (zero: lowest compared OMol25 entry of this formula, charge and spin)	29.3	kcal per mole
spin multiplicity	2
maximum force	3.4	eV/Å


Record 5
Computed, not measured: an isolated ion of composition C21H16BCl4O4S and charge -1 at a distorted geometry, with ωB97M-V/def2-TZVPD.

```
47
Properties=species:S:1:pos:R:3:mulliken_charge:R:1
Cl -4.60024 0.63306 0.12115 -0.36
B -3.22861 0.75321 -1.16923 1.04
Cl -3.79898 0.02095 -2.78564 -0.38
Cl -2.84995 2.62034 -1.44031 -0.34
O -2.08721 0.09948 -0.64424 -0.77
C -0.83036 -0.06733 -1.22721 -0.52
C -0.85779 -1.37316 -2.01677 -0.11
C -0.33448 -1.44407 -3.30748 -0.37
C -0.27186 -2.67386 -3.97239 -0.77
C -0.75102 -3.82553 -3.32917 0.46
Cl -0.65550 -5.34859 -4.10635 -0.25
C -1.33594 -3.74683 -2.05717 -0.99
C -1.39820 -2.50782 -1.40960 0.12
H -0.59176 0.77723 -1.88667 0.63
H 0.02264 -0.52236 -3.77114 0.39
H 0.15654 -2.75286 -4.96838 0.40
H -1.73543 -4.63087 -1.56990 0.38
H -1.85619 -2.41595 -0.42579 0.48
C 5.65648 1.13327 0.44675 -0.35
C 4.84257 0.51226 1.40096 -0.59
C 3.45280 0.61180 1.30578 -0.30
C 2.88235 1.30153 0.23315 -0.21
S 1.09558 1.57517 0.22173 1.63
C 0.20890 -0.06224 -0.13940 -0.09
C -0.33335 -0.63290 1.16975 -0.26
O 0.09251 -1.71465 1.55152 -0.70
C -1.36934 0.11937 1.94478 1.26
C -1.74056 1.45712 1.73539 0.54
C -2.49568 2.15530 2.67515 -1.32
C -3.01383 1.48255 3.78692 -0.43
C -2.77841 0.10916 3.93246 -0.67
C -1.96847 -0.56694 3.01867 -0.70
O 0.84142 2.00270 1.58191 -0.67
O 0.84058 2.44457 -0.90380 -0.75
C 3.68776 1.96964 -0.69333 -0.20
C 5.08051 1.87781 -0.58782 -0.60
H 6.74241 1.04866 0.51980 0.36
H 5.28056 -0.03688 2.23608 0.36
H 2.80317 0.17414 2.06158 0.40
H 1.09845 -0.62818 -0.43567 0.82
H -1.52107 1.95983 0.79648 0.12
H -2.68618 3.21531 2.50234 0.39
H -3.61799 2.02460 4.51498 0.36
H -3.22442 -0.45852 4.75345 0.37
H -1.77793 -1.64112 3.12015 0.39
H 3.22015 2.56729 -1.47234 0.44
H 5.70535 2.40432 -1.31112 0.37
```

## Properties
calculated total energy	-3374.84565	Eh
charge	-1
maximum force	2.1	eV/Å


Record 6
Computed, not measured: C38H29ClFeIN8O4S as an isolated structure, with ωB97M-V/def2-TZVPD.

```
83
Properties=species:S:1:pos:R:3:mulliken_charge:R:1
Fe 0.33290 0.21605 -0.83441 0.40
Cl 2.78804 -3.24762 -6.77048 -0.33
C 2.40332 -2.13383 -5.46793 0.47
C 2.42876 -0.78774 -5.71258 -0.39
C 2.06016 0.10917 -4.72219 -0.38
I 1.91024 2.13026 -5.17166 -0.01
C 1.70725 -0.27170 -3.40475 -0.52
O 1.26383 0.56473 -2.56913 -0.04
C 1.81472 -1.71120 -3.14951 0.62
N 1.57437 -2.21203 -1.86697 0.61
C 1.18862 -3.48097 -1.71829 0.02
C 1.26284 -4.39870 -2.77194 -1.09
C 1.76851 -4.00709 -3.97541 -0.90
C 2.03212 -2.63072 -4.20163 -0.03
H 2.69096 -0.42639 -6.69730 0.42
H 0.85970 -3.74673 -0.72811 0.54
H 0.96293 -5.42083 -2.58644 0.43
H 1.91323 -4.71256 -4.78064 0.37
N 2.41063 5.96936 5.29850 -0.63
C 2.39739 5.33864 4.03984 1.14
C 3.49992 5.43136 3.19401 -0.77
C 3.50831 4.75947 1.98464 -0.71
C 2.41675 3.99510 1.59269 -0.21
C 1.31338 3.91303 2.42344 0.34
C 1.30654 4.57640 3.64147 -1.04
S 2.57074 3.10489 0.05267 1.21
O 3.69074 2.21666 0.27529 -0.78
O 2.72707 4.11473 -0.96999 -0.77
N 1.27401 2.20990 -0.13533 0.07
C 0.06358 2.76530 -0.37438 0.17
N -0.75989 1.85901 -0.93466 0.34
C -2.03990 2.13982 -1.04380 0.16
C -2.53584 3.37679 -0.65893 -1.03
C -1.60460 4.27080 -0.14773 -0.36
N -0.32024 3.99006 0.01305 -0.51
H 2.98795 6.79536 5.32810 0.22
H 1.48871 6.15776 5.66083 0.23
H 4.35450 6.03022 3.48970 0.25
H 4.36693 4.82637 1.33075 0.39
H 0.44775 3.33718 2.12498 0.28
H 0.44188 4.49163 4.28879 0.30
H -2.66278 1.35991 -1.46983 0.32
H -3.58186 3.62550 -0.75539 0.39
H -1.91235 5.26212 0.17430 0.40
N -7.58696 -4.68602 3.54185 -0.68
C -6.70920 -4.12864 3.03663 0.11
C -5.62387 -3.44073 2.41233 0.47
C -5.28058 -2.13962 2.80711 -0.92
C -4.21926 -1.49195 2.22127 -0.64
C -3.44882 -2.09160 1.19691 1.04
C -3.82545 -3.39904 0.80744 -0.63
C -4.87254 -4.06029 1.40325 -0.88
C -2.32721 -1.40346 0.59776 1.70
C -1.42020 -0.71929 1.46727 -0.87
C -1.37923 -0.75719 2.88190 -0.45
C -0.21968 -0.08357 3.26754 -2.08
C 0.39480 0.32896 2.08220 -0.79
N -0.32362 -0.03872 1.00832 1.05
C -2.16979 -1.46589 -0.83361 -1.11
C -3.07647 -2.02579 -1.75830 -0.45
C -2.57027 -1.76713 -3.03274 -1.71
C -1.39233 -1.05170 -2.83764 -0.85
N -1.13513 -0.87184 -1.52170 0.86
H -5.87089 -1.64068 3.56658 0.41
H -3.96828 -0.48506 2.52629 0.54
H -3.24797 -3.89070 0.03753 0.56
H -5.11645 -5.07300 1.10549 0.40
H -2.08516 -1.24993 3.52871 0.63
H 0.14397 0.07737 4.27039 0.42
H 1.34456 0.82774 1.95402 0.76
H -4.00657 -2.51510 -1.52198 0.71
H -3.00755 -2.03699 -3.98166 0.42
H -0.75451 -0.62664 -3.58830 0.58
C 2.42712 -2.87606 1.06148 -1.06
O 1.39116 -2.13008 0.45158 -0.20
C 1.68950 -1.33818 -0.68234 0.43
C 3.07371 -0.69882 -0.62998 -1.41
H 3.04786 -3.43337 0.34868 0.42
H 1.93623 -3.58483 1.73055 0.19
H 3.07960 -2.23048 1.65705 0.30
H 3.85011 -1.38166 -0.26152 0.59
H 3.06267 0.19155 0.00242 0.28
H 3.38489 -0.36109 -1.61642 0.27
```

## Properties
relative energy (zero: lowest compared OMol25 entry of this formula, charge and spin)	19.7	kcal per mole
spin multiplicity	2
charge	-2
maximum force	0.7	eV/Å